[1]
2 unconnected molecules or ions with the total composition C2H2OS2 at a distorted geometry, computed with ωB97M-V/def2-TZVPD.

Bonds (Å) are listed after each position.
Element x y z (Å)
1 C -0.085 -0.151 -2.386  O3 1.164, S5 1.540
2 C 0.117 0.147 1.743  S4 1.577, H6 1.144, H7 1.187
3 O -0.224 0.919 -1.947  C1 1.164
4 S 0.014 1.639 2.243  C2 1.577
5 S -0.142 -1.638 -2.777  C1 1.540
6 H 0.029 -0.150 0.642  C2 1.144
7 H 0.291 -0.766 2.483  C2 1.187

2S+1: 3
HOMO-LUMO gap (alpha / beta): 7.40 / 8.62 eV
Energy: -948.916987 Eh
E_LUMO (alpha / beta): 0.0173 / -0.0802 Ha
Relative energy (zero: lowest compared OMol25 entry of this formula, charge and spin): 35.6 kJ/mol
Net charge: 0

natural (NBO) atomic charge list, values in e, 2 entries: number 1, C, carries 0.416; number 2, C, carries -0.883



[2]
2 unconnected molecules or ions with the total composition C2H2S3 at a distorted geometry, computed with ωB97M-V/def2-TZVPD.

Bonds (Å) are listed after each position.
Element x y z (Å)
1 C -1.654 0.650 -0.396  S3 1.551, H6 1.013
2 C 0.872 0.093 0.455  S4 1.592, S5 1.672
3 S -2.949 0.099 0.257  C1 1.551
4 S 1.907 1.273 0.188  C2 1.592
5 S 0.835 -1.575 0.344  C2 1.672, H7 1.306
6 H -1.117 1.257 -1.004  C1 1.013
7 H 2.107 -1.798 0.156  S5 1.306

HOMO-LUMO gap (alpha / beta): 6.49 / 7.46 eV
Energy: -1271.796529 Eh
E_LUMO (alpha / beta): -0.0298 / -0.0135 Ha
Relative energy (zero: lowest compared OMol25 entry of this formula, charge and spin): 362.4 kJ/mol
Net charge: 0

natural (NBO) atomic charge list, values in e, 2 entries: number 1, C, carries -0.342; number 2, C, carries -0.447